Computed, not measured: a structure of composition C22H31Be2N6O12 at a distorted geometry, with ωB97M-V/def2-TZVPD.

XYZ file:
```
73
C22H31Be2N6O12 ωB97M-V/def2-TZVPD
O -4.85 1.38 -0.84
C 2.21 -2.53 0.81
H -1.79 4.23 1.65
H -1.06 1.57 6.98
H 3.88 -5.83 1.39
H 0.02 -2.18 -6.23
N -5.19 -5.29 -0.62
O 4.64 1.70 -3.36
N -2.92 2.28 -0.08
H -5.35 -5.22 -1.61
H 4.91 -0.66 1.68
N 1.48 -1.42 -3.61
C -0.14 1.33 4.22
C 2.78 -3.72 0.90
C -0.91 3.35 5.35
H 2.82 0.38 -1.59
C 3.52 2.22 -2.78
H 0.46 1.54 2.30
C -4.16 2.33 -0.44
H 1.20 -1.68 -2.67
N 0.76 -1.74 -5.70
O 2.14 -0.26 1.21
Be -1.34 -3.39 -1.80
H 4.30 0.96 -3.87
H 2.25 -0.87 -3.98
C -1.10 3.96 4.11
H -1.19 3.81 6.29
H 1.18 -2.42 0.51
C 3.12 3.49 -3.12
O -0.01 3.89 -1.31
H -2.41 1.42 -0.21
H 2.45 0.62 1.43
C -4.33 -4.50 -0.10
N -4.51 3.52 -0.45
C -1.29 -0.73 -0.45
C 2.95 -1.43 1.24
N -4.17 -4.61 1.14
H -0.31 3.48 -0.50
C 1.15 3.29 -1.76
C 4.15 -3.87 0.94
H 2.20 -4.63 0.89
C 2.71 1.41 -1.89
H 1.43 4.95 -2.92
C -0.63 3.26 2.96
O -0.35 -1.24 -1.10
H -5.78 -5.78 0.05
O -0.96 3.77 1.73
O -1.01 0.17 0.45
O -3.67 -3.77 -0.75
O -0.24 1.36 6.54
O -0.16 -2.60 -3.92
C -0.13 2.03 3.06
H 1.51 -1.26 -6.18
O -2.45 -1.10 -0.60
C 0.71 -1.98 -4.44
H 5.97 -2.88 1.49
C 1.91 4.04 -2.62
H -4.64 -5.31 1.69
H -3.28 -4.24 1.45
H 3.60 4.01 -3.93
H 0.84 1.40 -0.77
H -3.84 4.26 -0.59
C 4.92 -2.76 1.27
C -0.32 2.02 5.37
Be -4.65 -0.92 -2.16
H -5.51 3.60 -0.53
H -1.63 4.90 4.21
H -0.05 0.18 0.44
H 0.24 0.33 4.39
C 4.33 -1.53 1.39
H -2.47 3.13 0.22
C 1.51 2.00 -1.37
O 4.56 -5.22 1.10
```

As for the relative energy (zero: lowest compared OMol25 entry of this formula, charge and spin): 355.9 kJ/mol. Its orbital gap is 0.06568 Eh. The calculation puts the HOMO energy at -14.62 eV. As for the multiplicity: 1. As for the net charge: +3.


Computed, not measured: a structure of composition C22H31ClIrN7O2PS2Se, with ωB97M-V/def2-TZVPD.

XYZ file:
```
68
C22H31ClIrN7O2PS2Se ωB97M-V/def2-TZVPD
C -2.97 2.90 -0.15
H 0.05 4.87 -0.03
C 0.83 4.46 0.60
Cl 3.08 0.72 -1.41
H -2.63 2.23 -0.93
H 1.26 2.04 -0.79
C -2.65 -2.99 2.94
H -2.22 5.48 0.74
H -4.10 -3.13 1.37
H -0.77 -0.98 -5.58
H 1.71 4.26 -0.01
C -1.39 -2.50 3.28
Ir 0.16 -0.30 -0.14
C -0.77 -2.72 4.59
C -3.13 -2.76 1.67
C -1.57 -2.71 -4.56
C 2.81 -0.50 -5.13
H 1.90 3.25 2.64
H 2.87 -1.63 -3.28
H 3.00 0.46 -4.65
C -2.36 -2.04 0.77
C 2.62 -0.41 1.70
O 0.99 -0.85 -3.63
C 1.29 1.04 -1.21
S -1.35 -0.34 -2.06
N -1.37 -3.32 5.58
N 1.05 -2.52 6.02
C 1.39 2.53 2.00
H 3.76 -0.90 -5.49
H 4.37 -0.42 2.92
H 2.15 -0.36 -5.98
C 3.33 -0.68 2.87
H 1.97 -2.42 -4.59
N 1.33 -0.70 1.56
N 0.38 3.23 1.24
N -1.84 3.41 0.61
H 1.10 5.20 1.36
C 2.21 -1.46 -4.13
C -2.11 4.61 1.39
H -1.87 -1.98 -6.54
H 0.93 1.77 2.62
H -1.31 4.79 2.10
H 3.10 0.04 0.84
H -2.41 -2.18 -4.11
H -0.22 -2.54 -6.23
C -0.77 2.61 0.86
S 0.97 -2.38 -1.09
H 0.95 1.10 -2.24
C -1.07 -2.00 -5.80
H -1.88 -3.73 -4.78
C 0.69 -1.33 2.57
C 2.67 -1.25 3.93
C 1.33 -1.60 3.78
C 0.57 -2.27 4.83
Se -0.22 -3.36 6.93
H -2.69 -1.84 -0.24
C -0.67 -1.79 2.32
O -0.55 -2.87 -3.54
H -3.22 -3.54 3.68
H -1.84 1.03 0.80
H 3.17 -1.46 4.87
H 2.14 2.06 1.35
N -1.16 -1.56 1.09
N -0.86 1.30 0.78
H -3.48 3.74 -0.61
H -3.04 4.48 1.95
H -3.70 2.38 0.49
P 0.02 -1.67 -2.69
```

As for the relative energy (zero: lowest compared OMol25 entry of this formula, charge and spin): 0.0 kJ/mol. Its orbital gap is 0.27311 Eh. The calculation puts the HOMO energy at -10.80 eV. As for the multiplicity: 1. As for the net charge: +1.


Computed, not measured: the molecule C22H31ClN4OS at a distorted geometry, with ωB97M-V/def2-TZVPD.

XYZ file:
```
60
C22H31ClN4OS ωB97M-V/def2-TZVPD
H -3.76 1.73 -1.71
C -1.97 1.51 -0.51
Cl 6.64 -0.72 -0.93
C -3.94 -0.79 -0.84
H 4.26 0.65 -0.37
C -8.23 -2.51 -0.63
H 5.84 -4.60 0.21
H -8.80 -2.79 -1.51
H -5.74 1.55 0.68
H 6.40 -3.65 -1.18
C 2.17 4.06 -1.01
H -8.13 -3.38 0.02
C 2.75 -2.14 0.81
H 1.82 -2.48 1.25
H 3.04 4.05 -1.64
C -1.58 1.15 0.92
C 4.12 -0.38 -0.09
C 0.90 3.28 0.58
N -6.00 -1.81 0.12
C -6.84 -2.03 -1.05
H -5.78 -0.63 1.79
H -0.20 2.78 2.31
C 3.79 -3.02 0.62
C 0.51 2.30 1.63
H 2.27 1.11 0.51
H -1.99 1.88 1.61
C 0.56 0.03 0.67
H 7.01 -3.28 0.43
N 1.92 0.17 0.65
H -1.55 2.47 -0.80
C 6.13 -3.60 -0.13
S -0.21 -1.35 0.18
H 1.38 2.00 2.22
H 3.65 -4.06 0.91
H -4.40 -2.89 -0.66
H 0.94 5.78 -1.52
C -4.58 -1.97 -0.10
H -8.77 -1.74 -0.10
H -0.64 4.81 0.45
C 0.28 4.40 0.11
C -5.59 0.65 0.07
H -4.11 -2.06 0.88
C -6.23 -0.54 0.79
C -3.50 1.58 -0.65
C 1.11 4.91 -0.93
C 5.14 -1.29 -0.26
C 2.90 -0.80 0.45
C 5.01 -2.63 0.08
H -4.35 -0.71 -1.86
H -7.30 -0.38 0.90
N -0.14 1.11 1.10
H -1.99 0.17 1.16
H -6.37 -2.81 -1.65
N -4.16 0.43 -0.08
H -2.87 -0.98 -0.92
H -3.85 2.46 -0.10
H -1.57 0.75 -1.19
H -6.94 -1.14 -1.68
O 2.06 3.08 -0.10
H -6.08 0.81 -0.90
```

As for the relative energy (zero: lowest compared OMol25 entry of this formula, charge and spin): 45.0 kJ/mol. The structure (SMILES) is CCN1CCN(CCCN(Cc2ccco2)C(=S)Nc2ccc(C)c(Cl)c2)CC1. Its orbital gap is 0.31362 Eh. The calculation puts the HOMO energy at -7.93 eV. As for the multiplicity: 1.


Computed, not measured: a cluster of 2 separate species, C22H31F3N5O2 in total at a distorted geometry, with ωB97M-V/def2-TZVPD.

XYZ file:
```
63
C22H31F3N5O2 ωB97M-V/def2-TZVPD
C 3.22 1.69 2.83
N 1.42 -4.35 -0.92
H 2.35 1.94 -2.35
H -0.78 -3.22 0.41
C 0.98 0.24 -2.32
C -5.76 -1.34 -1.66
C 0.30 -1.29 0.17
H -4.37 3.93 -0.26
C 1.60 -1.17 -2.13
C 3.89 -0.84 4.70
C 1.56 -1.70 -0.66
F 3.12 2.98 2.44
H -6.00 -2.66 0.02
O 3.35 1.90 5.20
N -3.70 3.70 -0.98
H -1.72 -1.77 0.65
C -0.50 2.72 -1.53
O 4.68 0.25 4.30
H 3.26 -0.60 5.56
C -3.02 -1.94 -1.48
H 0.73 2.10 0.20
H -0.03 -0.25 0.04
C 0.84 2.40 -0.85
H 2.78 -2.47 3.84
C -5.30 -2.20 -0.67
C 3.06 -1.04 -2.50
H -6.82 -1.10 -1.78
H 1.40 3.35 -0.80
H 2.47 1.00 -0.87
N -2.68 2.22 0.49
C -3.94 -2.48 -0.59
C -0.93 -2.20 0.01
C -2.51 3.17 -0.33
H 2.18 -0.89 3.37
H 4.61 -1.59 5.05
C 4.04 1.57 4.16
H -1.16 1.85 -1.60
H -0.37 3.10 -2.56
H -1.78 1.94 0.87
F 1.95 1.21 2.87
H 1.17 -1.86 -2.87
H 0.60 -1.37 1.23
C -3.49 -1.07 -2.46
H 2.48 -1.44 -0.12
N -1.24 3.70 -0.65
H 4.93 2.20 3.92
H -1.40 4.54 -1.21
H -3.62 -3.15 0.20
F 3.82 1.05 1.78
C -1.53 -2.27 -1.43
H 3.67 -1.50 2.65
H -2.81 -0.59 -3.17
H -0.07 0.18 -2.04
C -4.84 -0.78 -2.54
H -1.46 -3.33 -1.75
N 4.19 -0.84 -2.67
C 1.59 -3.21 -0.76
H -4.08 2.95 -1.54
C 3.09 -1.45 3.57
C 1.75 1.39 -1.61
H -0.99 -1.69 -2.19
H 1.00 0.46 -3.40
H -5.20 -0.10 -3.31
```

Its orbital gap is 0.21606 Eh. The calculation puts the HOMO energy at -3.80 eV. As for the multiplicity: 1. As for the net charge: -1.


Computed, not measured: the molecule C22H31N3O2 at a distorted geometry, with ωB97M-V/def2-TZVPD.

XYZ file:
```
58
C22H31N3O2 ωB97M-V/def2-TZVPD
C 0.51 0.41 -2.18
C -1.22 1.57 -0.22
H 3.54 2.64 -4.29
H -0.45 2.14 4.25
H 2.10 3.64 -4.14
H 3.30 3.62 -2.85
C -2.86 -0.23 -0.62
C 0.37 1.53 3.85
C 4.11 0.74 -2.06
H -2.10 2.16 0.03
H -3.22 -4.22 1.66
C 0.21 2.56 1.57
C -2.17 -4.88 -0.21
C 1.11 2.31 2.77
C 1.75 -0.04 -1.80
N 2.68 0.85 -2.27
H 0.65 -0.45 3.08
H -3.54 0.16 1.44
H -1.89 1.04 2.42
H 4.54 0.07 -2.81
H 1.30 -1.93 -0.91
C -2.88 -3.85 0.69
C -0.34 1.26 0.99
H -0.07 2.22 -3.34
C 2.79 2.99 -3.59
O 0.31 -1.86 1.37
H -3.66 0.49 -0.82
C 2.14 -1.25 -1.01
H -0.78 -0.29 4.08
N -1.68 -0.79 1.54
C -0.99 -3.95 -0.17
H -0.02 -3.99 -0.65
H 1.04 1.32 4.69
H -3.07 -1.10 -1.24
C -0.78 -0.25 -1.86
C -1.56 -3.07 0.68
H -3.72 -3.36 0.21
H 2.00 1.75 2.45
N -1.62 0.41 -1.01
H -2.01 -5.85 0.26
C -1.05 0.42 2.06
C 2.05 1.87 -2.94
H 1.47 3.26 3.17
C -2.95 -0.57 0.88
H 0.75 3.11 0.79
O -1.07 -1.34 -2.33
H -0.64 2.23 -0.87
C -0.18 0.21 3.31
H 0.51 0.65 0.64
H 4.57 1.72 -2.15
H -2.64 -5.04 -1.18
C -0.90 -1.87 1.23
H -0.63 3.21 1.87
H 4.31 0.34 -1.07
H -3.53 -1.49 0.96
H 2.95 -1.81 -1.49
H 2.46 -1.00 0.00
C 0.70 1.61 -2.89
```

As for the relative energy (zero: lowest compared OMol25 entry of this formula, charge and spin): 192.9 kJ/mol. The structure (SMILES) is Cc1cc(C(=O)N2CCN(C(=O)C3=CCC3)[C@H]3CCCC[C@@H]3C2)c(C)n1C. Its orbital gap is 0.31047 Eh. The calculation puts the HOMO energy at -7.68 eV. As for the multiplicity: 1.


Computed, not measured: a structure of composition C22H31N3O4 at a distorted geometry, with ωB97M-V/def2-TZVPD.

XYZ file:
```
60
C22H31N3O4 ωB97M-V/def2-TZVPD
C 1.31 -2.45 -0.59
H -4.69 0.24 -2.40
H -5.51 -2.61 -0.33
H 2.74 -2.91 1.96
C 3.53 -0.82 0.42
C -5.57 -1.37 0.26
H 2.08 5.86 0.29
H -0.10 3.39 -1.46
O 4.62 -0.07 0.16
H 4.80 -3.76 -0.70
H 0.92 3.40 1.96
H -2.07 -3.03 -0.69
C -2.54 -0.51 0.29
H 2.41 3.83 1.63
N 2.45 -0.28 0.40
H -3.39 -1.31 -1.20
O -2.67 0.20 1.30
C -4.98 0.93 0.26
C 1.68 2.02 -0.50
N 1.36 3.10 -0.14
C -5.38 -1.56 1.87
H 5.68 -2.38 -0.37
C -5.35 -0.31 -1.97
C 3.70 -2.28 -0.06
O 2.45 -2.88 -0.69
H 0.68 5.99 1.63
H 0.27 -4.09 -1.24
H 1.43 4.29 -2.14
C 0.15 -2.87 -0.78
C -0.12 -0.30 0.44
C 3.47 -3.00 1.31
H 3.76 -4.21 1.24
H -5.12 -1.29 -2.47
C 2.31 0.92 0.69
C -4.97 -0.48 -0.41
C 1.14 5.28 0.55
H -4.21 -1.70 1.95
H 1.70 1.14 1.65
C -1.13 -2.44 -0.69
H -4.61 1.14 1.34
H -4.68 1.75 -0.42
C 4.82 -2.72 -0.66
H -0.02 6.07 -1.02
C 0.71 4.16 -1.18
C 1.53 3.97 0.98
C -1.18 -1.23 0.05
H -0.16 0.54 0.81
H -6.74 -1.27 0.13
C 0.10 5.01 -0.45
C 1.08 -0.92 0.04
H -0.88 4.81 0.02
N -3.59 -0.91 -0.32
H 4.79 -2.23 -1.73
H 3.23 1.41 0.84
H -5.93 -2.31 2.23
O 1.36 1.30 -1.44
H 4.56 -2.89 2.00
H -6.18 1.18 0.14
H -6.38 0.02 -2.04
H -5.60 -0.68 2.60
```

As for the relative energy (zero: lowest compared OMol25 entry of this formula, charge and spin): 2193.2 kJ/mol. Its orbital gap is 0.30155 Eh. The calculation puts the HOMO energy at -7.75 eV. As for the multiplicity: 1.


Computed, not measured: the molecule C22H31N3O4, with ωB97M-V/def2-TZVPD.

XYZ file:
```
60
C22H31N3O4 ωB97M-V/def2-TZVPD
C 1.02 0.34 3.28
C 0.72 -0.47 -2.48
C 3.88 2.39 1.88
H -4.12 1.66 1.10
H -3.33 -0.05 -0.44
N 2.52 3.80 3.25
C 1.76 2.74 3.50
C 0.79 -1.37 -4.83
H 4.17 4.49 2.24
H 4.75 2.29 1.24
C -1.08 1.89 0.56
N 0.67 -0.28 0.93
H -0.19 -3.14 -4.08
H -2.75 3.07 -0.25
H -2.54 -2.36 0.25
H 2.22 -2.82 -0.48
H 0.47 0.55 4.20
O 0.84 -2.47 1.50
C 1.76 -1.84 -0.61
H -4.61 -1.26 -0.60
C -0.45 -2.51 -1.56
H -1.28 1.11 -0.17
C 0.91 -1.88 -1.90
H -0.19 2.42 0.24
C 3.07 1.30 2.16
C 1.59 -2.78 -2.94
C -2.30 2.81 0.70
C 1.03 -1.56 0.70
H 0.92 2.92 4.18
H -2.90 -2.95 -1.38
H 2.62 -2.42 -3.09
H 1.29 -3.44 -4.98
H -0.66 2.09 2.63
H 2.55 -1.10 -0.76
H 1.65 -3.79 -2.54
C 1.96 1.47 2.99
C 0.82 -2.77 -4.25
O -0.65 -3.69 -1.55
H -0.58 -0.79 2.46
O 0.81 0.53 -1.79
H 0.36 0.58 -4.10
H -2.67 -0.03 1.81
C -0.97 1.28 1.96
C -3.64 -0.95 -0.98
C -0.01 0.09 2.16
C -2.43 0.93 2.28
C -2.64 -2.06 -0.80
H -3.68 2.74 2.40
H 0.76 0.36 0.15
N 0.44 -0.38 -3.80
H 3.30 0.33 1.75
H 1.77 -1.11 -5.25
H 0.06 -1.29 -5.63
O -1.36 -1.58 -1.25
H -1.98 3.75 1.17
H 1.57 -0.59 3.44
C -3.27 2.06 1.65
H -2.61 0.82 3.35
C 3.56 3.62 2.44
H -3.74 -0.69 -2.04
```

As for the relative energy (zero: lowest compared OMol25 entry of this formula, charge and spin): 57.3 kJ/mol. The structure (SMILES) is CCOC(=O)[C@@]1(CC(=O)N[C@@H](Cc2cccnc2)C2CCCC2)CCCNC1=O. Its orbital gap is 0.35240 Eh. The calculation puts the HOMO energy at -9.07 eV. As for the multiplicity: 1.


For reference, calculated total energy by record: -2116.53120; -5494.38766; -2009.54392; -1580.76275; -1171.65503; -1321.41592; -1322.22942 Eh.